Entry 1:
{
  "formula": "C3H7N4OPS",
  "method": "ωB97M-V/def2-TZVPD",
  "elements": ["C", "C", "C", "N", "N", "N", "N", "O", "P", "S", "H", "H", "H", "H", "H", "H", "H"],
  "coordinates": [[3.1888, 0.4017, -0.2184], [2.2099, 1.3092, -0.2662], [1.3451, -0.7761, 0.0538], [2.7060, -0.8694, -0.0301], [1.0224, 0.5401, -0.1723], [-2.4207, -1.2198, -0.1958], [-2.4059, 1.3672, 0.6165], [0.5903, -1.7472, 0.0938], [-3.2486, 0.1883, 0.0251], [-5.2361, 0.0342, -0.3055], [4.2628, 0.5678, -0.2181], [2.2422, 2.3681, -0.4513], [0.1637, 0.9519, -0.1628], [-2.8876, -2.1125, -0.0737], [-1.5233, -1.2942, 0.1606], [3.1311, -1.8003, 0.2956], [-3.1401, 2.0910, 0.8488]],
  "forces_ev_per_angstrom": [[2.79, 0.76, 0.49], [-0.61, -1.33, -0.34], [-1.30, -0.94, -1.38], [-0.24, -1.69, 1.09], [3.46, -0.25, 0.36], [-2.11, 0.69, -0.28], [-1.28, -0.11, -0.26], [-0.42, 0.33, 0.72], [-2.41, -0.89, 0.32], [2.67, 0.25, 0.33], [-0.36, 0.08, -0.14], [-0.09, -0.09, 0.09], [-2.98, 0.77, 0.20], [-0.45, 0.47, -0.42], [2.69, 0.08, 0.65], [-0.54, 2.49, -0.96], [1.19, -0.62, -0.45]],
  "homo_lumo_gap_ev": 8.72,
  "homo_ev": -8.469
}



Entry 2:
{
  "formula": "C2H5NS",
  "method": "ωB97M-V/def2-TZVPD",
  "elements": ["C", "C", "N", "S", "H", "H", "H", "H", "H"],
  "coordinates": [[1.1247, -0.0350, -0.0388], [-0.4926, 0.1892, 0.1166], [-1.5450, -0.5913, 0.1270], [-3.0263, 0.1284, -0.0600], [1.6124, -1.0372, 0.2445], [0.9698, -0.1716, -1.2264], [1.6209, 0.8694, 0.2022], [-0.6715, 1.2608, -0.1309], [-3.7773, -1.0114, 0.1147]],
  "forces_ev_per_angstrom": [[-3.73, -3.35, -2.99], [-0.46, -0.25, -0.55], [4.00, 0.45, 0.53], [-1.26, -0.26, 0.00], [-0.95, 1.79, 0.16], [1.19, 0.67, 2.28], [0.53, 0.55, 0.25], [0.12, -0.32, 0.44], [0.56, 0.73, -0.12]],
  "homo_lumo_gap_ev": 9.61,
  "homo_ev": -8.670,
  "smiles": "C/C=N/S"
}



Entry 3:
{
  "formula": "C21H24N2O3",
  "method": "ωB97M-V/def2-TZVPD",
  "elements": ["C", "C", "C", "C", "C", "C", "C", "N", "C", "O", "C", "C", "C", "O", "N", "C", "C", "C", "C", "C", "C", "C", "C", "C", "C", "O", "H", "H", "H", "H", "H", "H", "H", "H", "H", "H", "H", "H", "H", "H", "H", "H", "H", "H", "H", "H", "H", "H", "H", "H"],
  "coordinates": [[-5.3293, -3.8624, 1.5219], [-3.9014, -4.1618, 1.2674], [-3.3468, -5.4000, 1.6130], [-2.0141, -5.7246, 1.3367], [-1.1542, -4.7287, 0.9444], [-1.6035, -3.4727, 0.4448], [-3.0268, -3.2277, 0.6281], [-0.6566, -2.6301, -0.1883], [-0.7509, -1.2573, -0.1505], [-1.8424, -0.7311, -0.0517], [0.4137, -0.3088, -0.3828], [0.0961, 1.1830, -0.1201], [1.3829, 2.1220, -0.1252], [2.5215, 1.6036, 0.0378], [1.1997, 3.4759, -0.0612], [2.3448, 4.2548, -0.0010], [2.1387, 5.3348, -1.0411], [1.6407, 5.0661, -2.3557], [1.4805, 6.0948, -3.3003], [1.8235, 7.3799, -2.9325], [2.2547, 7.7108, -1.6184], [2.5044, 6.6312, -0.7128], [0.6645, -3.2823, -0.4814], [1.1154, -4.1637, 0.6874], [1.6535, -3.4714, 1.9193], [0.1722, -5.1135, 0.9809], [-5.4604, -2.7887, 1.7459], [-5.6430, -4.3551, 2.4540], [-5.9847, -4.1966, 0.7374], [-3.9591, -6.1150, 2.1480], [-1.5390, -6.6828, 1.6987], [-3.5416, -2.3275, 0.2538], [1.1782, -0.4863, 0.4215], [0.8892, -0.4842, -1.3039], [-0.4383, 1.6550, -0.9888], [-0.4584, 1.4203, 0.7693], [0.2998, 3.8763, 0.2766], [2.4772, 4.5805, 1.0205], [3.3042, 3.7219, -0.3118], [1.4005, 4.0237, -2.7674], [1.0841, 5.9835, -4.3526], [1.7246, 8.1700, -3.7061], [2.4574, 8.7931, -1.2759], [3.0433, 6.8744, 0.2208], [1.4725, -2.4802, -0.4444], [0.6111, -3.7800, -1.4673], [1.9490, -4.6632, 0.2266], [0.8422, -2.8949, 2.4006], [1.9171, -4.2653, 2.6271], [2.5933, -2.8994, 1.7585]],
  "forces_ev_per_angstrom": [[-0.17, 0.74, 1.40], [2.64, -0.07, -0.81], [0.08, -0.09, -0.22], [-0.41, -0.46, 1.76], [0.64, 0.48, -1.04], [-2.20, -0.88, 0.73], [0.12, -0.34, -0.20], [1.81, -0.18, 0.37], [-1.32, 1.11, -0.94], [-0.52, 0.01, 0.61], [0.90, 0.37, 3.26], [0.77, 1.83, -2.92], [1.21, -2.84, 2.51], [-2.34, 1.20, -1.18], [-2.15, -2.95, 0.16], [2.17, 1.12, -1.47], [0.38, 0.74, -0.76], [-0.29, -1.00, -0.68], [0.09, -0.33, -0.03], [0.01, 2.00, 0.69], [0.57, -0.25, -0.04], [-0.20, 1.90, -0.83], [0.17, 2.08, 1.11], [0.99, 0.76, -1.70], [-0.29, 0.12, 0.68], [-1.16, -0.85, 0.27], [-0.12, -0.37, -0.50], [0.01, -0.09, -0.30], [-0.29, 0.05, -0.42], [-0.09, -0.17, -0.18], [-0.75, 1.15, -0.56], [0.93, -0.36, 0.21], [-0.26, -0.36, -0.84], [0.62, -0.03, -1.25], [-0.27, -0.76, 0.79], [-0.32, -0.34, 0.42], [1.12, -0.64, -0.78], [0.40, 0.77, 0.14], [-1.62, 0.06, 0.64], [0.34, 1.43, 1.28], [0.59, -0.44, 1.45], [0.00, -0.42, 0.79], [-0.24, -1.94, -0.85], [-0.71, -0.36, -0.34], [-1.20, -0.88, -0.76], [0.15, 0.04, 0.67], [0.58, -0.77, 0.01], [0.57, 0.16, -0.16], [-0.07, 0.09, -0.06], [-0.88, -0.07, -0.12]],
  "homo_lumo_gap_ev": 8.66,
  "homo_ev": -7.978,
  "smiles": "Cc1ccc2c(c1)N(C(=O)CCC(=O)NCc1ccccc1)C[C@@H](C)O2"
}



Entry 4:
{
  "formula": "C39H40BBrN6O4Re",
  "method": "ωB97M-V/def2-TZVPD",
  "elements": ["Re", "C", "C", "C", "C", "C", "Br", "N", "C", "H", "H", "H", "H", "H", "H", "O", "C", "N", "C", "C", "O", "N", "C", "C", "C", "C", "C", "C", "C", "C", "C", "C", "C", "C", "H", "H", "H", "H", "H", "H", "H", "H", "H", "H", "H", "C", "C", "C", "N", "H", "H", "H", "H", "H", "C", "C", "C", "C", "C", "C", "C", "C", "O", "B", "O", "C", "C", "H", "H", "H", "H", "H", "H", "H", "H", "H", "H", "H", "H", "N", "C", "C", "C", "C", "C", "N", "H", "H", "H", "H", "H", "H"],
  "coordinates": [[-0.3095, -0.9627, -0.8321], [-4.3812, 2.7952, -2.1377], [-3.7889, 1.8101, -1.1770], [-4.3684, 1.5657, 0.0682], [-3.8145, 0.6409, 0.9423], [-2.6833, -0.0069, 0.5092], [-1.6832, -1.2977, 1.4850], [-2.0949, 0.1984, -0.6688], [-2.6419, 1.0974, -1.4993], [-5.2989, 2.3968, -2.5735], [-3.6893, 3.0215, -2.9474], [-4.6354, 3.7252, -1.6302], [-5.2613, 2.1046, 0.3591], [-4.2422, 0.4361, 1.9128], [-2.1314, 1.2407, -2.4454], [1.2342, 2.4281, 1.0560], [1.2515, 2.0759, -0.1883], [1.7406, 2.8691, -1.1264], [1.5306, 2.2944, -2.4674], [0.9091, 0.9905, -2.0227], [0.4808, 0.0288, -2.6676], [0.7364, 0.9397, -0.6746], [0.4521, 3.0466, -3.2511], [-0.1763, 4.1784, -2.7494], [-1.1611, 4.8128, -3.4972], [-1.5276, 4.3141, -4.7361], [-0.9068, 3.1745, -5.2330], [0.0804, 2.5430, -4.4961], [2.8535, 2.1100, -3.1940], [3.2770, 3.0392, -4.1355], [4.5215, 2.8967, -4.7325], [5.3399, 1.8297, -4.3957], [4.9165, 0.9014, -3.4549], [3.6767, 1.0396, -2.8535], [2.2242, 3.7351, -0.9423], [0.0950, 4.5876, -1.7855], [-1.6307, 5.7070, -3.1094], [-2.2864, 4.8167, -5.3208], [-1.1826, 2.7876, -6.2046], [0.5767, 1.6673, -4.8947], [2.6389, 3.8697, -4.4098], [4.8504, 3.6217, -5.4643], [6.3079, 1.7209, -4.8653], [5.5548, 0.0698, -3.1882], [3.3582, 0.3099, -2.1144], [-2.0148, -5.0581, -3.9070], [-2.5859, -4.6289, -2.5513], [-1.8909, -3.4838, -1.9986], [-1.3224, -2.5654, -1.6094], [-2.5914, -5.8978, -4.2884], [-0.9767, -5.3693, -3.8090], [-2.0713, -4.2483, -4.6319], [-2.5134, -5.4344, -1.8166], [-3.6425, -4.3629, -2.6291], [-2.6731, -1.0387, 6.6414], [-1.1787, -1.0477, 6.9927], [-0.8983, 0.0277, 8.0536], [-0.8316, -2.4146, 7.5830], [-0.3592, -0.7324, 5.7420], [0.6858, -1.5511, 5.3091], [1.4618, -1.2660, 4.1860], [1.1453, -0.1212, 3.4993], [1.7114, 0.4004, 2.3369], [0.9760, 1.5271, 2.1087], [0.0041, 1.7734, 3.0278], [0.1140, 0.7077, 3.9168], [-0.6477, 0.4371, 5.0238], [-3.2591, -1.3167, 7.5180], [-2.8904, -1.7561, 5.8468], [-3.0139, -0.0533, 6.3220], [-1.4987, -0.1660, 8.9432], [-1.1471, 1.0260, 7.6914], [0.1531, 0.0239, 8.3436], [-1.4766, -2.6093, 8.4397], [0.1991, -2.4537, 7.9376], [-0.9876, -3.2195, 6.8620], [0.9222, -2.4452, 5.8657], [2.2814, -1.9061, 3.8883], [-1.4353, 1.1129, 5.3265], [1.5847, -2.6789, -3.0081], [2.1063, -2.7934, -1.7592], [3.2431, -3.5990, -1.5490], [3.7369, -3.7663, -0.2840], [3.0916, -3.1366, 0.7871], [1.9883, -2.3780, 0.5175], [1.4908, -2.1789, -0.7297], [2.1395, -3.0164, -3.7756], [0.9588, -1.9178, -3.2068], [3.7044, -4.0801, -2.4006], [4.6081, -4.3845, -0.1162], [3.4396, -3.2509, 1.8025], [1.4490, -1.8801, 1.3120]],
  "forces_ev_per_angstrom": [[-0.32, 0.04, -0.12], [-0.01, 0.02, -0.04], [0.02, -0.05, 0.08], [0.03, -0.01, -0.05], [0.04, -0.04, 0.02], [0.04, 0.02, -0.08], [0.14, -0.01, -0.25], [-0.05, -0.05, 0.14], [-0.05, 0.06, -0.05], [0.00, 0.01, 0.00], [0.00, 0.00, -0.01], [0.00, 0.00, -0.01], [-0.01, 0.00, 0.01], [0.00, 0.00, 0.00], [-0.01, 0.02, 0.00], [0.09, -0.06, -0.02], [-0.08, 0.14, -0.20], [-0.08, 0.02, 0.18], [0.05, 0.14, -0.11], [-0.01, -0.04, 0.25], [0.03, -0.13, 0.04], [0.25, -0.09, -0.07], [0.03, 0.01, -0.02], [0.02, -0.04, 0.01], [-0.03, 0.04, 0.01], [-0.02, 0.02, 0.01], [0.01, -0.02, -0.02], [0.02, -0.01, 0.00], [-0.03, 0.00, -0.02], [-0.01, 0.00, 0.02], [0.01, 0.02, -0.03], [-0.01, 0.01, 0.00], [0.02, -0.05, 0.03], [-0.01, 0.02, -0.01], [0.02, -0.02, 0.02], [0.00, 0.00, 0.01], [0.00, 0.00, 0.00], [0.00, 0.00, 0.00], [0.01, -0.01, 0.00], [0.00, -0.01, 0.00], [0.00, 0.00, 0.00], [0.00, 0.01, 0.00], [0.00, 0.00, 0.00], [0.00, 0.00, 0.00], [0.01, -0.01, 0.00], [0.00, -0.03, 0.00], [-0.12, -0.24, -0.08], [0.09, 0.26, -0.05], [-0.01, -0.06, 0.40], [0.00, -0.01, 0.01], [0.01, 0.01, 0.00], [-0.01, 0.02, 0.00], [-0.03, 0.00, -0.03], [0.02, -0.01, 0.01], [0.01, -0.03, 0.00], [-0.01, 0.01, 0.03], [-0.01, -0.02, -0.03], [-0.01, 0.01, -0.02], [0.06, 0.00, 0.00], [-0.06, -0.03, 0.07], [0.05, 0.08, -0.14], [-0.23, 0.01, 0.21], [0.08, 0.01, -0.17], [0.02, 0.03, 0.20], [-0.11, 0.12, -0.10], [0.14, -0.24, 0.02], [0.02, 0.06, -0.08], [-0.01, 0.01, 0.00], [-0.01, 0.00, 0.01], [0.00, 0.01, -0.02], [0.00, 0.01, 0.02], [-0.01, 0.01, 0.00], [0.01, 0.00, 0.00], [0.00, 0.00, 0.01], [0.01, -0.01, -0.01], [0.00, -0.01, 0.01], [0.00, 0.00, 0.01], [-0.01, 0.00, 0.00], [0.00, 0.01, 0.00], [-0.02, -0.02, -0.03], [0.06, -0.07, 0.09], [-0.01, 0.03, 0.01], [-0.08, 0.04, -0.03], [-0.01, 0.01, 0.01], [0.13, -0.02, 0.01], [-0.09, 0.03, -0.04], [0.01, 0.03, 0.00], [-0.01, 0.04, -0.02], [0.01, 0.00, 0.00], [0.01, 0.00, 0.00], [0.00, 0.00, 0.01], [0.00, -0.01, 0.00]],
  "s2": 0.755,
  "multiplicity": 2,
  "homo_lumo_gap_ev": [7.77, 6.90],
  "homo_ev": [-12.639, -12.374],
  "charge": 2
}



| no. | maximum force (Eh/bohr) |
| --- | --- |
| 1 | 0.068 |
| 2 | 0.114 |
| 3 | 0.077 |
| 4 | 0.008 |